Model one:
C13H16OS | ωB97M-V with the def2-TZVPD basis set

Last column: Löwdin charge in e.
Atoms and positions in Å:
S 0.547 -1.721 -0.590  1.04
O -2.778 0.441 0.496  -0.04
C 1.758 0.571 0.395  -0.08
C -0.938 1.128 -1.037  -0.10
C 4.319 -0.364 -0.518  -0.08
C -0.938 2.280 -0.390  0.04
C -0.376 -0.976 1.731  -0.16
C 4.220 0.715 0.381  -0.10
C 3.133 -1.061 -0.745  -0.13
C 2.965 1.242 0.680  -0.05
C -0.836 -0.984 0.303  -0.62
C 1.909 -0.600 -0.282  -0.51
C -2.538 -0.750 -1.528  -0.01
C -1.779 0.007 -0.436  -0.52
C -1.535 -1.881 1.278  -0.11
H 2.969 -1.998 -1.274  0.09
H -1.650 2.386 0.419  0.07
H -0.600 -0.159 2.521  0.15
H -3.049 -0.073 -2.062  0.05
H 0.570 -1.355 1.979  0.07
H -2.517 -1.603 1.799  0.14
H 5.138 1.301 0.695  0.12
H -0.482 3.239 -0.673  0.08
H 5.338 -0.704 -0.883  0.12
H -3.251 -1.565 -1.214  0.12
H 0.830 0.903 0.630  0.04
H -1.735 -1.133 -2.136  0.07
H -0.439 0.997 -1.891  0.08
H -3.667 0.088 0.298  0.11
H -1.324 -2.899 1.325  0.07
H 3.030 2.089 1.184  0.05

Calculated values
HOMO level = -8.13 eV
LUMO level = 0.75 eV
M = 220.337 g/mol
Gap between HOMO and LUMO = 0.3266 Eh
Total charge = 0

Model two:
C13H16OS | ωB97M-V with the def2-TZVPD basis set

Last column: Löwdin charge in e.
Atoms and positions in Å:
S 1.659 -2.885 -1.628  0.75
O 0.125 -0.800 2.728  0.03
C -0.231 1.302 -1.335  -0.04
C 1.716 1.022 2.207  -0.13
C -1.182 2.295 -1.491  -0.08
C -2.541 1.268 0.194  -0.08
C 0.580 -0.786 -0.242  -0.21
C 2.282 0.834 0.794  -0.12
C -0.425 0.278 -0.411  -0.21
C 1.291 -0.417 2.201  -0.20
C -1.598 0.269 0.344  -0.05
C 1.713 -0.594 0.631  -0.22
C 0.226 -2.167 -0.659  -0.62
C -2.335 2.284 -0.725  -0.09
C -1.033 -2.280 -1.503  -0.13
H -1.145 -3.297 -1.873  0.07
H -1.758 -0.529 1.055  0.11
H 0.658 1.303 -1.950  0.12
H 3.369 0.840 0.764  0.11
H -0.418 -0.055 3.040  0.11
H -3.075 3.060 -0.849  0.10
H -1.027 3.080 -2.217  0.10
H -0.982 -1.601 -2.353  0.08
H 0.884 1.739 2.269  0.12
H 1.893 1.543 0.069  0.09
H 1.620 -1.979 -2.603  -0.14
H -1.912 -2.026 -0.915  0.07
H -3.442 1.250 0.790  0.10
H 0.178 -2.852 0.194  0.11
H 2.462 -1.378 0.506  0.11
H 2.449 1.278 2.972  0.11

Calculated values
HOMO level (alpha / beta) = -7.27 / -7.20 eV
LUMO level (alpha / beta) = 0.60 / 0.18 eV
M = 220.337 g/mol
Gap between HOMO and LUMO (alpha / beta) = 0.2891 / 0.2713 Eh
Total charge = 0

Most favorable structure: model one. The second most favorable one is 3.3 kcal/mol above it.

Model one:
H24NeO12 | ωB97M-V with the def2-TZVPD basis set

Last column: Löwdin charge in e.
Atoms and positions in Å:
Ne -5.044 -7.087 19.821  0.07
O -4.122 -7.664 22.396  -0.05
O -3.589 -10.384 18.448  -0.07
O -6.136 -6.018 16.579  -0.02
O -7.311 -8.518 19.902  -0.04
O -2.268 -8.640 20.437  -0.03
O -4.327 -4.986 23.247  -0.07
O -8.654 -5.839 22.334  -0.06
O -6.025 -8.981 17.705  -0.06
O -7.573 -5.587 19.764  -0.04
O -5.436 -4.225 18.507  -0.05
O -3.825 -3.437 20.818  -0.04
O -5.999 -9.965 21.935  -0.02
H -7.484 -7.634 20.226  0.02
H -4.160 -5.794 22.761  -0.03
H -1.673 -9.152 20.985  0.07
H -4.732 -8.400 22.343  0.00
H -7.048 -5.760 16.440  0.07
H -3.126 -9.901 19.133  -0.03
H -4.243 -4.291 22.593  -0.02
H -3.496 -7.820 21.689  -0.01
H -7.072 -9.018 20.683  0.01
H -6.460 -8.799 18.538  -0.04
H -6.789 -10.493 22.051  0.07
H -8.326 -5.071 19.477  0.07
H -3.040 -3.661 20.320  0.05
H -6.826 -5.195 19.313  0.00
H -5.584 -3.437 17.984  0.07
H -5.441 -10.490 21.361  0.07
H -7.909 -5.791 22.933  0.03
H -4.352 -9.842 18.246  -0.03
H -5.733 -8.124 17.394  0.00
H -1.721 -7.944 20.073  0.07
H -5.557 -4.948 17.891  -0.01
H -4.551 -3.663 20.237  0.00
H -5.787 -6.145 15.697  0.08
H -8.267 -5.756 21.462  -0.04

Calculated values
HOMO level = -9.95 eV
LUMO level = -0.41 eV
M = 236.360 g/mol
Gap between HOMO and LUMO = 0.3506 Eh
Total charge = 0

Model two:
H24NeO12 | ωB97M-V with the def2-TZVPD basis set

Last column: Löwdin charge in e.
Atoms and positions in Å:
Ne 0.504 -0.323 0.219  0.06
O -2.880 1.018 -0.447  -0.03
O 3.957 0.049 -0.436  -0.05
O -1.673 0.543 3.305  -0.05
O 0.074 -2.811 -0.507  -0.05
O 1.148 1.447 -3.192  -0.06
O 0.669 2.217 2.754  -0.05
O 2.923 0.254 2.417  -0.03
O 1.486 -1.419 -2.723  -0.04
O -0.916 -1.733 2.176  -0.03
O -0.684 2.884 0.268  -0.06
O -1.453 1.195 -2.943  -0.03
O -2.695 -2.035 -1.028  -0.04
H -1.548 0.492 4.253  0.04
H -0.210 2.495 1.003  -0.02
H 3.771 -0.783 -0.872  0.02
H -1.398 2.146 -3.037  0.06
H 1.479 1.707 2.725  0.00
H 0.625 -2.489 -1.220  0.01
H 0.273 -3.746 -0.453  0.06
H 2.713 -0.247 3.206  0.06
H -1.830 1.061 -2.073  0.00
H 1.264 -0.488 -2.734  0.00
H -0.543 -2.504 2.605  0.06
H 3.833 0.525 2.540  0.06
H 0.207 1.300 -3.094  -0.04
H -3.087 -2.082 -1.900  0.05
H 0.025 1.623 3.138  0.00
H -1.416 -0.321 2.982  -0.03
H 1.375 -1.703 -3.631  0.05
H -0.826 -1.912 1.240  0.01
H 3.476 -0.001 0.390  -0.02
H 1.324 2.227 -2.666  0.05
H -3.001 0.094 -0.664  0.02
H -3.747 1.408 -0.565  0.07
H -1.807 -2.373 -1.146  0.00
H -1.413 2.284 0.109  -0.03

Calculated values
HOMO level = -10.06 eV
LUMO level = 0.01 eV
M = 236.360 g/mol
Gap between HOMO and LUMO = 0.3700 Eh
Total charge = 0

Most favorable structure: model two. The second most favorable one is 6.8 kcal/mol above it.